Molecular formula: C5H5N3
Method: DFT, ωB97M-V/def2-TZVPD

Computed properties:
Largest force on an atom in eV/Å: 8.64
Frontier orbital gap in hartree: 0.30420
E_tot in eV: -9730.904
2S+1: 1

Last column: natural (NBO) charge in e.
Cartesian coordinates (Å):
C 2.2288 0.2155 0.0409  -0.300
C 1.4948 -0.9182 -0.1558  -0.273
C -0.0866 -0.7418 -0.2683  0.304
C -2.1120 -0.8279 0.0109  0.300
C -0.7552 0.6993 -0.2219  0.285
H 1.6949 1.2060 0.4801  0.241
H 3.2152 0.3170 0.0016  0.189
H 2.0489 -1.9941 -0.2513  0.243
H -3.0359 -1.4991 0.8132  0.201
H -1.2291 2.5701 -0.0076  0.364
N -0.9828 -1.5488 -0.1542  -0.498
N -2.1508 0.5445 -0.1547  -0.491
N -0.3301 1.9774 -0.1330  -0.565

Force components x, y, z for each atom (eV/Å):
-6.355 0.784 1.676
-0.165 -0.405 -0.651
6.882 5.160 0.826
-6.235 1.952 3.421
0.689 5.079 -0.611
1.057 -2.397 -1.778
4.145 -0.299 -0.051
-1.834 2.744 -0.148
2.568 2.331 -3.342
1.733 -1.282 -0.478
-1.868 -4.295 0.065
0.915 -6.251 0.914
-1.533 -3.122 0.157